[1]
The following is a DFT calculation (the ωB97M-V functional and the def2-TZVPD basis) of C54H56Ge2N3P2PdSe2Te as an isolated structure.

Geometry as ORCA input:
```
! wB97M-V def2-TZVPD RIJCOSX def2/J DEFGRID3
* xyz 1 3
Pd -0.1629 -0.1425 0.0347
Se 6.7675 -2.6466 -0.3548
P 6.1186 -0.6304 -0.3878
C 6.8216 0.3186 0.9950
C 6.4859 -0.0670 2.2881
C 7.0451 0.5923 3.3670
C 7.9457 1.6262 3.1570
C 8.2840 2.0010 1.8669
C 7.7240 1.3505 0.7815
C 6.6699 0.1895 -1.9118
C 7.9838 -0.0796 -2.2872
C 8.5175 0.5168 -3.4123
C 7.7388 1.3716 -4.1778
C 6.4278 1.6304 -3.8101
C 5.8882 1.0468 -2.6744
C 4.3472 -0.3216 -0.2131
C 3.1525 -1.0456 -0.0752
N 2.1740 -0.1294 0.0203
N 2.7264 1.0552 -0.0721
N 4.0162 0.9771 -0.1967
P 2.5691 -2.7335 -0.0578
Se 0.5739 -2.5572 -0.8045
C 3.5173 -3.7390 -1.2107
C 4.0195 -3.1745 -2.3781
C 4.6219 -3.9909 -3.3166
C 4.7019 -5.3583 -3.1003
C 4.1925 -5.9143 -1.9369
C 3.5954 -5.1083 -0.9864
C 2.8360 -3.3363 1.6390
C 1.7764 -3.6215 2.4880
C 2.0325 -3.9598 3.8069
C 3.3376 -4.0358 4.2653
C 4.3954 -3.8014 3.3994
C 4.1477 -3.4437 2.0893
H 5.7989 -0.8916 2.4388
H 6.7839 0.2947 4.3716
H 8.3978 2.1281 4.0004
H 8.9904 2.8002 1.7013
H 7.9921 1.6384 -0.2248
H 8.5853 -0.7606 -1.6982
H 9.5394 0.3103 -3.6905
H 8.1551 1.8281 -5.0638
H 5.8137 2.2907 -4.4055
H 4.8729 1.2681 -2.3760
H 3.9502 -2.1057 -2.5438
H 5.0268 -3.5549 -4.2181
H 5.1626 -5.9930 -3.8421
H 4.2564 -6.9777 -1.7675
H 3.1940 -5.5272 -0.0740
H 0.7653 -3.5985 2.1075
H 1.2102 -4.1696 4.4744
H 3.5342 -4.2901 5.2956
H 5.4152 -3.8997 3.7414
H 4.9674 -3.2698 1.4059
C -1.4435 1.9334 3.2926
C -2.1384 2.5248 2.0810
Ge -1.9828 1.3573 0.4030
C -1.8277 2.2683 -1.4163
C -0.9369 1.4290 -2.3272
C -3.8679 0.7426 0.3881
C -4.0298 -0.5449 0.1120
Ge -2.2437 -1.4018 -0.2030
C -1.8949 -2.5147 1.4829
C -1.0419 -1.6957 2.4411
C -2.3638 -2.1497 -2.1198
C -2.5611 -3.6437 -2.2534
C -5.2787 -1.2862 0.0614
C -6.5227 -0.6492 0.0513
C -7.6847 -1.3959 0.0618
C -7.6351 -2.7812 0.0720
C -6.4066 -3.4235 0.0585
C -5.2422 -2.6791 0.0531
H -1.3572 2.6796 4.0816
H -0.4294 1.5831 3.0479
H -2.0090 1.0894 3.6871
H -1.7562 3.5177 1.8698
H -3.2045 2.6099 2.2724
H -1.4209 3.2718 -1.2795
H -2.8183 2.3665 -1.8626
H 0.0849 1.2865 -1.9044
H -0.8164 1.9059 -3.3003
H -1.3975 0.4436 -2.4951
H -4.6630 1.4288 0.6361
H -1.3946 -3.4420 1.2018
H -2.8473 -2.7532 1.9556
H -0.0776 -1.3819 1.9729
H -0.8007 -2.2622 3.3403
H -1.5951 -0.8021 2.7453
H -1.4436 -1.8608 -2.6329
H -3.1987 -1.6232 -2.5821
H -1.7871 -4.1825 -1.7113
H -2.4976 -3.9209 -3.3037
H -3.5307 -3.9449 -1.8768
H -6.5794 0.4275 0.0356
H -8.6415 -0.8966 0.0609
H -8.5524 -3.3510 0.0927
H -6.3574 -4.5029 0.0525
H -4.2741 -3.1645 0.0593
Te 0.8495 2.5178 0.6586
C 0.3485 4.4528 1.4627
C -0.3224 5.4554 0.7752
C -0.3932 6.7289 1.3141
C 0.2237 7.0127 2.5217
C 0.8914 6.0160 3.2116
C 0.9493 4.7400 2.6828
C 1.8383 3.6080 -0.9134
C 1.2251 4.1070 -2.0513
C 1.9587 4.8560 -2.9589
C 3.3002 5.1084 -2.7348
C 3.9095 4.6125 -1.5931
C 3.1832 3.8678 -0.6812
H -0.8038 5.2496 -0.1707
H -0.9239 7.5078 0.7859
H 0.1874 8.0132 2.9209
H 1.3730 6.2348 4.1527
H 1.4786 3.9550 3.2116
H 0.1826 3.9192 -2.2559
H 1.4739 5.2403 -3.8440
H 3.8696 5.6894 -3.4455
H 4.9543 4.8047 -1.4015
H 3.6624 3.4732 0.2032
*
```

<S²>: 2.0130
Energy (a.u.): -12290.5646


[2]
The following is a DFT calculation (the ωB97M-V functional and the def2-TZVPD basis) of C54H60BrN3O2P2Y as an isolated structure.

Geometry as ORCA input:
```
! wB97M-V def2-TZVPD RIJCOSX def2/J DEFGRID3
* xyz 1 1
Y 0.5211 0.2431 0.0310
C 4.0054 -0.4477 0.6867
P 3.1146 1.1543 0.6490
C 4.1486 2.3158 -0.2781
C 5.4275 2.7305 0.1025
C 6.1723 3.5604 -0.7182
C 5.6582 3.9851 -1.9371
C 4.3944 3.5782 -2.3299
C 3.6453 2.7530 -1.5021
C 2.9868 1.5115 2.4318
C 4.0357 1.9646 3.2264
C 3.8734 2.1268 4.5951
C 2.6612 1.8231 5.1935
C 1.6049 1.3657 4.4186
C 1.7715 1.2220 3.0529
C 3.0930 -1.3992 1.3992
C 3.3831 -2.3203 2.3635
C 2.1402 -2.8939 2.7660
C 1.1677 -2.2743 2.0337
C -0.3133 -2.5149 2.0556
P -1.0424 -2.0959 0.4128
C 0.0111 -3.0688 -0.7199
C 0.3128 -4.3981 -0.4425
C 1.2738 -5.0781 -1.1773
C 1.9614 -4.4288 -2.1910
C 1.6754 -3.1017 -2.4823
C 0.7007 -2.4349 -1.7584
C -2.6897 -2.8322 0.5086
C -3.0620 -3.9418 -0.2434
C -4.3321 -4.4826 -0.1001
C -5.2350 -3.9140 0.7870
C -4.8708 -2.7982 1.5283
C -3.6042 -2.2565 1.3881
N 1.7228 -1.3374 1.1692
H 4.2388 -0.7333 -0.3442
H 4.9490 -0.3408 1.2267
H 5.8685 2.4001 1.0304
H 7.1606 3.8722 -0.4081
H 6.2468 4.6307 -2.5751
H 3.9865 3.9108 -3.2751
H 2.6461 2.4669 -1.8138
H 4.9970 2.1906 2.7922
H 4.7012 2.4841 5.1924
H 2.5398 1.9428 6.2617
H 0.6534 1.1285 4.8755
H 0.9090 0.8848 2.4831
H 4.3668 -2.5599 2.7343
H 1.9857 -3.6684 3.5005
H -0.5496 -3.5482 2.3182
H -0.8322 -1.8847 2.7875
H -0.1896 -4.9083 0.3709
H 1.4973 -6.1105 -0.9456
H 2.7206 -4.9538 -2.7550
H 2.2028 -2.5965 -3.2807
H 0.4630 -1.4112 -2.0593
H -2.3636 -4.3874 -0.9412
H -4.6121 -5.3501 -0.6831
H -6.2254 -4.3348 0.9005
H -5.5780 -2.3333 2.2008
H -3.3515 -1.3638 1.9489
C -2.1752 7.6866 -2.3120
C -1.3930 6.6128 -3.0736
C -2.2364 6.1545 -4.2665
C -0.0838 7.2241 -3.5888
C -1.0505 5.4310 -2.1629
C -0.8433 4.1607 -2.6877
C -0.5124 3.1431 -1.8193
Br -0.1348 1.4353 -2.5978
C -0.3824 3.2777 -0.4416
O -0.1331 2.1620 0.2816
C -0.4980 4.5710 0.0855
C -0.8507 5.5954 -0.7936
C -0.2061 4.8671 1.5589
C -0.4262 6.3395 1.9011
C -1.1146 4.0445 2.4866
C 1.2698 4.5383 1.8166
H -2.5191 8.4534 -3.0074
H -1.5612 8.1887 -1.5638
H -3.0508 7.2700 -1.8108
H -2.5501 7.0200 -4.8517
H -3.1339 5.6239 -3.9430
H -1.6790 5.5029 -4.9404
H -0.2840 8.0892 -4.2241
H 0.4849 6.5000 -4.1757
H 0.5437 7.5522 -2.7581
H -0.9255 3.9625 -3.7460
H -0.9730 6.5845 -0.3814
H -1.4662 6.6409 1.7652
H 0.2083 7.0054 1.3133
H -0.1723 6.4908 2.9516
H -2.1408 4.4129 2.4370
H -0.7695 4.1475 3.5179
H -1.1187 2.9869 2.2351
H 1.9190 5.1622 1.1976
H 1.4797 3.4983 1.5888
H 1.5209 4.7093 2.8662
C -8.6309 0.0379 0.0615
C -7.8081 1.0464 -0.7213
N -6.8469 0.4171 -1.6307
C -7.1552 0.4523 -3.0568
C -8.2996 -0.4691 -3.4484
C -5.7006 -0.0416 -1.0784
O -5.4426 0.1233 0.1080
C -4.6877 -0.7769 -1.9208
C -4.9538 -1.7981 -2.8207
C -3.8922 -2.4332 -3.4476
C -2.6014 -2.0408 -3.1377
N -2.3290 -1.0844 -2.2491
C -3.3547 -0.4769 -1.6661
H -9.3546 0.5507 0.6957
H -7.9856 -0.5611 0.7033
H -9.1810 -0.6334 -0.5986
H -7.2531 1.6861 -0.0356
H -8.4490 1.6834 -1.3327
H -6.2553 0.2277 -3.6226
H -7.4133 1.4862 -3.3041
H -8.1408 -1.4834 -3.0794
H -8.4038 -0.5106 -4.5330
H -9.2484 -0.1184 -3.0414
H -5.9703 -2.1096 -3.0194
H -4.0575 -3.2325 -4.1569
H -1.7499 -2.5281 -3.6007
H -3.1294 0.2914 -0.9323
*
```

Energy (a.u.): -5703.4773


[3]
The following is a DFT calculation (the ωB97M-V functional and the def2-TZVPD basis) of a 11-piece molecular cluster, C54H60F15NO10 overall.

Geometry as ORCA input:
```
! wB97M-V def2-TZVPD RIJCOSX def2/J DEFGRID3
* xyz 0 1
C -5.7236 -4.0561 -7.3715
C -6.7622 -3.8509 -6.2965
O -6.0166 -3.8672 -5.0926
C -5.7413 -2.7759 -4.4233
O -5.9509 -1.6054 -4.8443
C -5.2133 -3.0098 -2.9988
F -6.1159 -2.5214 -2.1139
F -4.8628 -4.2388 -2.7830
F -4.0847 -2.2591 -2.8641
H -5.0249 -3.2261 -7.4761
H -6.0675 -4.2822 -8.3808
H -5.0472 -4.8666 -7.1000
H -7.3967 -4.7369 -6.2709
H -7.3200 -2.9454 -6.5355
C 4.1357 -5.8004 4.7210
C 3.4776 -7.1283 5.2901
O 2.5724 -6.9494 6.3696
C 1.3354 -6.4624 6.2088
O 0.7610 -6.1105 5.1660
C 0.6590 -6.2251 7.5861
F 1.3911 -6.7149 8.5559
F 0.4610 -4.9207 7.8628
F -0.5374 -6.8559 7.5566
H 3.3523 -5.0793 4.4877
H 4.6415 -5.9635 3.7694
H 4.8305 -5.4030 5.4609
H 4.1926 -7.9117 5.5415
H 3.0318 -7.5903 4.4093
C 1.7484 -6.5788 0.1173
C 0.4012 -7.3381 0.0753
O -0.5849 -6.6508 0.7941
C -1.6646 -7.3547 1.1504
O -1.9255 -8.5390 0.8524
C -2.6530 -6.4972 1.8623
F -2.4613 -5.1965 1.7731
F -3.7901 -6.8020 1.2690
F -2.7127 -6.8782 3.1225
H 2.2672 -6.9246 1.0113
H 1.6998 -5.5003 -0.0330
H 2.3432 -6.8852 -0.7432
H 0.6087 -8.3152 0.5114
H 0.0893 -7.4690 -0.9609
C -3.4423 3.8151 -6.1750
C -3.5862 2.8340 -4.9886
O -4.9386 2.8554 -4.5037
C -5.2178 2.5466 -3.1883
O -4.4030 2.2825 -2.2921
C -6.7463 2.6273 -2.9361
F -7.3460 1.5087 -2.6229
F -7.0289 3.5908 -2.0166
F -7.3355 2.9755 -4.0721
H -3.8450 3.3426 -7.0710
H -2.3843 4.0590 -6.2701
H -3.8964 4.7844 -5.9695
H -2.8733 3.0507 -4.1931
H -3.3324 1.8382 -5.3521
C -6.5145 -0.2101 2.7089
C -7.7042 0.7014 2.5741
O -8.7988 0.4348 3.5328
C -9.8329 1.3555 3.7381
O -9.9609 2.4476 3.2275
C -10.9887 0.8692 4.6304
F -11.0962 1.6319 5.7216
F -12.1770 0.8683 3.9867
F -10.8264 -0.4133 5.0199
H -6.6586 -1.2588 2.4487
H -6.1906 -0.2027 3.7496
H -5.7313 0.1052 2.0195
H -8.0969 0.6449 1.5589
H -7.2114 1.6647 2.7060
C 3.9472 -1.1562 6.5116
C 4.4804 -0.0617 7.1458
C 3.3673 0.5662 7.7401
N 2.2165 -0.2554 7.5719
C 2.6105 -1.3680 6.8131
H 4.5305 -1.8021 5.8721
H 5.4373 0.4343 7.2142
H 3.3060 1.4859 8.3029
H 1.3098 -0.1747 8.0096
H 1.8383 -2.0763 6.5514
C 0.3258 10.0040 -3.9531
C -0.7615 9.1228 -4.0337
C -0.8005 7.9548 -3.2472
C 0.1868 7.6309 -2.3244
C 1.2296 8.5574 -2.2177
C 1.3169 9.7280 -3.0122
H 0.5384 10.7462 -4.7083
H -1.5193 9.3669 -4.7635
H -1.6864 7.3519 -3.3816
H 0.2077 6.7202 -1.7442
H 1.9906 8.2957 -1.4975
H 2.2122 10.3254 -2.9229
C 2.5755 4.4265 -5.1365
C 2.3174 3.5553 -4.1169
C 3.1823 2.5508 -3.8957
C 4.3575 2.4614 -4.5995
C 4.6101 3.2825 -5.6898
C 3.6986 4.2925 -5.9498
H 1.8874 5.2500 -5.2581
H 1.3701 3.5300 -3.5989
H 3.0602 1.8521 -3.0812
H 5.0256 1.6612 -4.3173
H 5.5254 3.2008 -6.2572
H 3.8748 5.0703 -6.6781
C 7.8592 -3.2348 -3.8031
C 6.5741 -3.0520 -3.2778
C 6.3767 -2.3389 -2.1202
C 7.4570 -1.6463 -1.5493
C 8.7530 -1.9219 -1.9483
C 8.9404 -2.7622 -3.0303
H 8.1042 -3.8421 -4.6619
H 5.7493 -3.4768 -3.8306
H 5.4121 -2.0645 -1.7195
H 7.2192 -1.0712 -0.6666
H 9.6410 -1.6132 -1.4168
H 9.9618 -2.9447 -3.3299
C -0.1697 -0.7138 1.1865
C 0.9213 -1.4791 1.5438
C 2.2105 -1.0751 1.6077
C 2.4353 0.2498 1.2043
C 1.3939 1.1123 0.7424
C 0.1168 0.6263 0.7809
H -1.1695 -1.0980 1.0476
H 0.7086 -2.4831 1.8803
H 3.0093 -1.6282 2.0792
H 3.4412 0.6294 1.3059
H 1.5842 2.1137 0.3854
H -0.7061 1.2661 0.4983
C 4.4781 7.4642 3.1184
C 5.8287 7.1230 3.1446
C 6.1530 5.7738 3.0565
C 5.2358 4.7736 2.8865
C 3.8958 5.1296 2.8951
C 3.5251 6.4984 3.0579
H 4.1230 8.4721 3.2743
H 6.5550 7.8773 3.4091
H 7.1962 5.4993 3.0023
H 5.5507 3.7443 2.7972
H 3.2007 4.3133 2.7651
H 2.4869 6.7872 3.1296
*
```

SMILES: CCOC(=O)C(F)(F)F.CCOC(=O)C(F)(F)F.CCOC(=O)C(F)(F)F.CCOC(=O)C(F)(F)F.CCOC(=O)C(F)(F)F.c1cc[nH]c1.c1ccccc1.c1ccccc1.c1ccccc1.c1ccccc1.c1ccccc1
Energy (a.u.): -4398.7223


- The highest energy belongs to which entry?
  C54H60F15NO10


- Look up the energy of the first one.
  -12290.5646 a.u.